Record 1
{
  "formula": "C33H60N3O9",
  "method": "wB97M-V/def2-TZVPD",
  "lumo_energy_ev": 1.7,
  "charge": -1,
  "homo_lumo_gap_ha": 0.248,
  "symbols": ["C", "C", "C", "C", "C", "C", "C", "C", "C", "C", "C", "C", "O", "C", "C", "O", "C", "C", "C", "C", "C", "C", "C", "N", "C", "O", "O", "N", "O", "C", "C", "O", "C", "O", "C", "C", "H", "H", "H", "H", "H", "H", "H", "H", "H", "H", "H", "H", "H", "H", "H", "H", "H", "H", "H", "H", "H", "H", "H", "H", "H", "H", "H", "H", "H", "H", "H", "H", "H", "H", "H", "H", "H", "H", "H", "H", "H", "H", "H", "H", "H", "C", "O", "C", "C", "N", "C", "C", "O", "C", "H", "H", "H", "H", "H", "H", "H", "H", "H", "H", "H", "H", "H", "H", "H"],
  "positions_angstrom": [[-1.612, 1.037, -5.230], [-1.980, 1.781, -3.906], [-2.537, 3.164, -4.369], [-0.647, 1.944, -3.129], [-3.056, 0.895, -3.213], [-3.316, 1.134, -1.701], [-3.271, 2.618, -1.258], [-4.789, 0.656, -1.446], [-2.444, 0.263, -0.769], [-2.721, 0.265, 0.596], [-1.970, -0.459, 1.488], [-0.897, -1.227, 1.067], [-0.082, -1.944, 1.890], [-0.794, -2.824, 2.777], [0.174, -3.962, 3.152], [0.956, -3.649, 4.270], [2.369, -3.716, 4.014], [3.177, -3.888, 5.317], [4.415, -4.797, 5.071], [5.198, -4.911, 6.406], [5.771, -3.584, 6.968], [7.256, -3.437, 6.513], [8.222, -4.359, 7.266], [9.539, -4.284, 6.561], [5.221, -4.078, 3.938], [5.567, -4.709, 2.901], [5.461, -2.868, 4.100], [3.888, -6.097, 4.614], [2.920, -6.625, 5.491], [4.936, -7.097, 4.444], [4.619, -7.879, 3.141], [5.814, -8.348, 2.495], [6.077, -7.631, 1.363], [6.150, -8.126, 0.260], [-0.628, -1.247, -0.289], [-1.378, -0.523, -1.185], [-0.863, 1.595, -5.808], [-2.524, 1.066, -5.853], [-1.331, -0.007, -5.059], [-2.226, 3.927, -3.642], [-3.624, 3.156, -4.461], [-2.070, 3.446, -5.322], [-0.008, 1.080, -3.362], [-0.122, 2.837, -3.493], [-0.746, 1.967, -2.042], [-3.989, 0.972, -3.791], [-2.741, -0.154, -3.330], [-2.278, 2.979, -0.973], [-3.707, 3.313, -1.985], [-3.892, 2.701, -0.352], [-5.414, 1.194, -2.181], [-5.156, 0.929, -0.453], [-4.912, -0.408, -1.680], [-3.545, 0.887, 0.941], [-2.234, -0.413, 2.544], [-1.078, -2.337, 3.720], [-1.658, -3.240, 2.239], [0.759, -4.167, 2.242], [-0.412, -4.882, 3.339], [2.663, -2.746, 3.579], [2.617, -4.472, 3.259], [3.494, -2.876, 5.584], [2.552, -4.241, 6.147], [4.489, -5.299, 7.163], [6.026, -5.632, 6.375], [5.268, -2.689, 6.603], [5.812, -3.635, 8.068], [7.554, -2.391, 6.677], [7.375, -3.621, 5.439], [8.431, -4.026, 8.292], [7.920, -5.418, 7.245], [10.070, -5.130, 6.747], [9.382, -4.290, 5.557], [3.335, -6.922, 6.319], [5.058, -7.778, 5.304], [5.906, -6.623, 4.254], [3.908, -8.681, 3.371], [4.131, -7.144, 2.490], [6.277, -6.547, 1.486], [0.221, -1.853, -0.602], [-1.126, -0.547, -2.240], [-4.639, 9.359, -7.948], [-4.296, 9.542, -6.588], [-5.395, 9.869, -5.745], [-5.783, 8.704, -4.852], [-6.400, 7.622, -5.610], [-6.518, 6.356, -4.884], [-5.246, 5.698, -4.349], [-4.383, 5.181, -5.344], [-3.536, 6.136, -5.957], [-3.715, 9.358, -8.525], [-5.139, 8.399, -8.111], [-5.277, 10.169, -8.313], [-6.251, 10.236, -6.319], [-5.055, 10.687, -5.103], [-6.488, 9.057, -4.093], [-4.871, 8.375, -4.339], [-5.849, 7.453, -6.440], [-6.993, 5.649, -5.569], [-7.214, 6.505, -4.052], [-5.564, 4.829, -3.764], [-4.694, 6.340, -3.653], [-3.216, 6.912, -5.258], [-4.022, 6.582, -6.828], [-2.650, 5.612, -6.317]],
  "forces_ev_per_a": [[-1.05, 0.55, -0.01], [0.42, -0.27, -1.07], [0.65, -0.41, 0.89], [-0.12, -0.44, -0.28], [0.89, 0.16, 0.36], [-0.93, -0.64, 0.27], [-0.24, 0.02, 0.45], [0.04, 0.61, -1.13], [0.01, 0.47, -0.20], [-0.31, 0.49, -0.54], [-0.17, -0.12, 1.24], [-0.03, 0.25, -0.41], [-0.59, 0.02, 0.27], [0.87, -0.78, 0.33], [-0.73, -0.05, -0.57], [0.21, -0.37, -0.16], [0.33, 0.87, 0.02], [-0.25, 0.31, -0.44], [-0.78, 0.89, 0.88], [-0.46, 0.44, 0.54], [1.51, -0.58, -0.62], [-0.26, 0.09, 0.71], [1.08, 0.13, -0.98], [0.02, -0.13, 0.13], [0.87, 0.28, -1.62], [-0.41, -0.88, 0.68], [-0.36, 0.11, 0.89], [1.19, -0.26, 0.33], [-0.71, -0.21, 0.21], [0.39, -0.35, -1.32], [-0.17, 1.18, 0.89], [-0.30, -0.41, -0.52], [0.43, 0.11, -1.31], [0.01, -0.04, 1.25], [0.90, -0.63, 0.08], [-0.32, 0.38, -0.65], [0.11, -0.30, 0.31], [0.27, -0.32, 0.04], [0.16, 0.23, -0.10], [-0.38, 0.01, -0.15], [0.23, 0.06, -0.12], [-0.26, -0.06, 0.13], [-0.03, 0.25, 0.18], [-0.08, -0.13, 0.18], [-0.02, 0.25, -0.20], [0.18, 0.19, 0.22], [-0.19, 0.21, 0.04], [-0.09, -0.14, -0.26], [0.09, -0.29, -0.02], [0.23, 0.11, -0.17], [-0.02, -0.09, 0.34], [0.12, -0.38, -0.07], [0.09, 0.14, 0.37], [0.19, -0.21, 0.21], [0.15, -0.06, -0.15], [-0.18, 0.16, -0.36], [0.05, 0.18, 0.22], [0.13, 0.07, 0.34], [0.07, 0.27, 0.16], [-0.01, -0.30, -0.02], [-0.22, -0.17, 0.38], [0.27, -0.38, 0.09], [0.03, -0.27, -0.37], [0.11, 0.00, -0.27], [-0.24, 0.06, -0.30], [-0.29, -0.30, 0.25], [-0.37, 0.20, -0.22], [0.13, -0.28, -0.05], [-0.33, 0.03, 0.16], [-0.46, -0.17, -0.09], [-0.47, 0.35, 0.34], [0.03, 0.14, 0.07], [-0.09, 0.05, 0.09], [0.27, 0.22, -0.13], [-0.23, 0.21, -0.03], [-0.34, 0.16, 0.14], [0.43, -0.23, -0.48], [-0.02, -0.22, 0.16], [-0.40, -0.28, 0.54], [-0.19, 0.15, -0.10], [0.10, -0.14, 0.22], [0.19, -0.07, 0.11], [-0.24, 0.05, -0.24], [0.17, 0.07, 0.42], [0.02, -0.11, -0.24], [0.17, -0.04, 0.06], [-0.06, 0.12, -0.19], [-0.16, -0.28, 0.14], [-0.15, 0.46, -0.04], [0.01, -0.29, -0.14], [0.02, 0.02, 0.06], [-0.12, 0.06, -0.10], [-0.04, -0.02, -0.01], [0.01, -0.13, -0.10], [-0.04, 0.01, -0.01], [0.00, -0.02, 0.01], [0.01, 0.13, 0.11], [-0.02, 0.03, -0.02], [-0.01, -0.05, 0.07], [0.06, -0.01, 0.06], [0.01, -0.01, -0.02], [0.04, 0.11, -0.12], [-0.08, 0.06, -0.02], [0.07, 0.20, 0.04], [-0.02, -0.05, 0.07]],
  "lowdin_charge": [-0.078, -0.541, -0.066, -0.047, -0.118, -0.449, -0.036, -0.055, -0.184, -0.039, -0.008, -0.302, -0.046, -0.146, -0.210, -0.129, -0.170, -0.093, -0.344, -0.122, -0.173, -0.209, -0.286, -0.039, -0.653, -0.044, -0.025, -0.141, -0.038, -0.154, -0.152, -0.055, -0.328, 0.062, 0.010, -0.037, 0.082, 0.085, 0.079, 0.081, 0.071, 0.074, 0.078, 0.086, 0.066, 0.118, 0.108, 0.086, 0.070, 0.075, 0.079, 0.070, 0.094, 0.106, 0.120, 0.127, 0.130, 0.129, 0.125, 0.133, 0.120, 0.105, 0.117, 0.108, 0.096, 0.093, 0.105, 0.115, 0.100, 0.102, 0.096, 0.046, 0.053, 0.084, 0.123, 0.119, 0.123, 0.120, 0.137, 0.129, 0.098, -0.115, -0.191, -0.215, -0.215, -0.052, -0.194, -0.225, -0.212, -0.090, 0.089, 0.073, 0.087, 0.121, 0.120, 0.123, 0.102, 0.063, 0.120, 0.117, 0.118, 0.115, 0.093, 0.070, 0.083]
}



Record 2
{
  "formula": "C5H7N2O3",
  "method": "wB97M-V/def2-TZVPD",
  "lumo_energy_ev": [-4.3, -7.2],
  "charge": 1,
  "homo_lumo_gap_ha": [0.217, 0.282],
  "s2": 2.011,
  "multiplicity": 3,
  "symbols": ["C", "C", "C", "C", "C", "N", "N", "O", "O", "O", "H", "H", "H", "H", "H", "H", "H"],
  "positions_angstrom": [[2.016, 0.531, -0.438], [-0.332, 1.267, -0.141], [-2.310, -0.084, 0.032], [-1.040, 0.017, -0.424], [0.967, -1.027, 1.188], [1.074, 1.342, -0.591], [1.958, -0.618, 0.200], [-0.756, 2.177, 0.495], [-3.148, -1.056, -0.318], [0.668, -0.321, 2.090], [3.016, 0.683, -0.946], [-2.802, 0.748, 0.573], [-0.756, -0.820, -1.123], [0.564, -1.988, 1.165], [1.289, 2.291, -0.909], [2.686, -1.308, 0.111], [-3.095, -1.835, -0.963]],
  "forces_ev_per_a": [[3.94, -1.64, -0.89], [1.28, -3.93, -1.89], [-4.57, -0.05, 1.55], [3.88, 0.79, -2.14], [0.73, 1.95, 0.76], [-2.35, 2.79, -0.33], [-0.98, -1.83, 0.95], [-1.44, 2.19, 1.44], [-1.18, -1.16, -0.50], [-0.11, 0.78, 0.21], [-1.29, 0.31, 0.61], [0.36, -0.86, -0.31], [0.48, 1.18, 0.75], [-0.27, -2.19, -0.85], [0.11, -0.42, -0.11], [0.40, 0.20, -0.39], [1.00, 1.90, 1.12]],
  "mulliken_spin": [0.058, 0.288, 0.629, 0.412, -0.015, -0.029, 0.031, 0.360, 0.234, 0.031, 0.000, 0.022, -0.012, 0.001, 0.002, -0.003, -0.008]
}



Record 3
{
  "formula": "C6H7N3OS",
  "method": "wB97M-V/def2-TZVPD",
  "lumo_energy_ev": -0.3,
  "homo_lumo_gap_ha": 0.301,
  "symbols": ["C", "C", "C", "C", "C", "C", "N", "N", "N", "O", "S", "H", "H", "H", "H", "H", "H", "H"],
  "positions_angstrom": [[0.098, -1.086, -0.498], [2.059, 0.973, -0.543], [-1.608, -0.062, 0.320], [2.768, -0.213, -0.056], [0.291, -0.722, 0.960], [-3.011, 0.375, 0.233], [-1.013, -0.524, -0.901], [1.786, 1.751, -1.419], [-0.909, -0.092, 1.387], [0.868, -1.753, -1.174], [1.660, 0.424, 1.246], [2.317, -1.111, -0.615], [3.803, -0.340, 0.111], [0.433, -1.583, 1.644], [-3.097, 1.075, -0.667], [-3.382, 0.828, 1.220], [-3.922, -0.269, 0.004], [0.859, 2.329, -1.251]],
  "forces_ev_per_a": [[-0.40, 0.29, -0.74], [2.02, -2.09, 1.16], [-0.55, -1.18, -2.89], [-1.10, 0.51, -1.60], [-0.33, -1.03, 1.93], [-2.83, 1.91, 0.20], [-1.83, 0.74, 1.46], [-3.22, 2.30, -0.48], [0.04, 0.50, 1.01], [1.22, -0.97, -0.41], [-0.08, -0.28, 0.04], [-0.05, 0.55, 0.74], [1.02, 0.57, 0.42], [0.51, 0.27, -0.56], [0.24, -0.39, 1.47], [0.92, -0.06, -1.48], [1.94, -0.43, 0.14], [2.49, -1.20, -0.40]],
  "nbo_charge": [0.565, 0.327, 0.428, -0.625, -0.299, -0.688, -0.611, -0.516, -0.559, -0.661, 0.614, 0.363, 0.268, 0.256, 0.241, 0.229, 0.256, 0.412]
}



Record 4
{
  "formula": "C14H45NO9",
  "method": "wB97M-V/def2-TZVPD",
  "lumo_energy_ev": [-2.5, -7.9],
  "charge": 1,
  "homo_lumo_gap_ha": [0.318, 0.117],
  "s2": 0.755,
  "multiplicity": 2,
  "symbols": ["C", "O", "C", "C", "N", "C", "C", "O", "C", "H", "H", "H", "H", "H", "H", "H", "H", "H", "H", "H", "H", "H", "H", "H", "C", "O", "H", "H", "H", "H", "C", "O", "H", "H", "H", "H", "C", "O", "H", "H", "H", "H", "C", "O", "H", "H", "H", "H", "C", "O", "H", "H", "H", "H", "C", "O", "H", "H", "H", "H", "C", "C", "O", "H", "H", "H", "H", "H", "H"],
  "positions_angstrom": [[4.385, 2.806, 0.286], [3.656, 1.851, 1.058], [2.283, 1.790, 0.601], [1.565, 1.241, 1.819], [1.237, 2.297, 2.826], [0.811, 1.911, 4.232], [0.643, 3.203, 5.069], [1.952, 3.576, 5.494], [1.966, 4.819, 6.268], [4.338, 2.593, -0.782], [5.401, 3.010, 0.624], [3.910, 3.730, 0.616], [2.216, 1.038, -0.185], [1.721, 2.649, 0.235], [2.159, 0.455, 2.284], [0.622, 0.874, 1.415], [1.951, 3.010, 2.769], [1.660, 1.306, 4.548], [-0.088, 1.324, 4.046], [-0.040, 2.998, 5.893], [0.173, 4.060, 4.587], [1.139, 4.787, 6.978], [1.802, 5.720, 5.678], [2.906, 4.952, 6.804], [2.323, -0.314, -3.363], [2.802, 0.953, -3.454], [2.751, -0.920, -4.161], [2.547, -0.738, -2.384], [1.245, -0.320, -3.527], [2.000, 1.477, -3.513], [-4.407, -4.000, 0.118], [-4.385, -4.010, -1.345], [-5.285, -4.511, 0.511], [-3.640, -4.595, 0.615], [-4.513, -2.969, 0.455], [-5.280, -3.827, -1.640], [-2.358, -4.127, -4.909], [-1.052, -3.929, -4.477], [-2.812, -3.168, -5.156], [-2.346, -4.869, -5.707], [-3.011, -4.362, -4.068], [-1.183, -3.575, -3.594], [0.854, -4.949, -1.527], [-0.090, -5.880, -0.980], [1.770, -4.607, -1.046], [1.098, -5.279, -2.537], [0.331, -4.007, -1.689], [-0.824, -6.076, -1.567], [-2.000, 2.613, 1.217], [-1.162, 3.325, 2.125], [-2.966, 3.118, 1.230], [-1.497, 2.478, 0.260], [-2.148, 1.586, 1.551], [-0.374, 2.845, 2.389], [-0.267, 1.894, -2.559], [0.762, 2.811, -2.846], [-0.517, 1.180, -3.344], [0.155, 1.238, -1.798], [-1.066, 2.341, -1.968], [0.597, 3.674, -2.460], [-1.319, -1.816, -0.007], [-1.673, -1.436, -1.444], [-1.832, -2.614, -2.134], [-1.859, -2.716, 0.287], [-1.507, -0.942, 0.617], [-0.287, -2.159, 0.068], [-0.876, -0.914, -1.974], [-2.508, -0.759, -1.625], [-2.560, -3.148, -1.808]],
  "forces_ev_per_a": [[-0.34, 1.16, 0.71], [-0.82, 0.42, -0.63], [1.07, -1.53, 1.34], [-1.43, 0.86, -0.71], [1.90, -2.35, 0.57], [-0.27, 1.96, -2.03], [0.65, -0.22, 0.54], [-0.13, 0.65, 0.21], [-0.63, -0.47, -0.08], [-0.02, 0.17, 0.04], [0.13, -1.12, 0.09], [-0.15, 0.65, -1.08], [-0.05, -0.06, -0.18], [0.80, 0.81, 0.02], [-0.15, -0.08, 0.28], [-0.32, -0.58, 0.55], [0.03, 1.05, 0.18], [-0.03, -0.14, 0.48], [-0.03, -0.12, 0.62], [0.18, -0.30, 0.41], [-0.12, -0.23, -0.83], [0.10, -0.10, 0.27], [0.04, -0.20, -0.55], [-0.03, -0.53, -0.22], [-0.49, -2.02, -0.32], [0.26, 2.16, -0.01], [0.09, -0.39, 0.19], [-0.01, -0.41, 0.10], [-0.20, -0.38, 0.13], [0.63, 0.98, -0.02], [-1.40, -0.15, -0.40], [0.71, -0.32, 1.37], [-0.44, -0.01, -0.37], [0.73, 0.51, -0.74], [0.59, -0.01, 0.25], [-0.02, 0.00, -0.07], [-0.81, 0.55, 0.19], [0.79, -0.22, 0.36], [0.03, 0.16, -1.10], [-0.45, 0.21, 0.07], [-0.08, -1.09, 0.08], [0.62, 0.41, 0.27], [-1.69, 0.71, -2.19], [1.21, 0.01, 1.64], [-0.18, -1.31, 1.06], [0.44, -0.04, 0.00], [-0.16, 0.28, -0.06], [0.38, 0.41, -0.47], [0.73, -0.86, 0.59], [-0.49, 0.77, 0.09], [0.27, 0.05, -0.49], [-0.41, 0.63, -0.40], [-0.30, -0.12, 0.34], [-0.18, -0.27, -0.25], [0.58, -0.62, 2.18], [0.08, 0.35, -0.78], [-0.38, 0.87, -0.51], [0.19, -0.57, 0.28], [-0.63, 0.14, -0.95], [-0.17, -0.06, -0.18], [0.11, 0.68, -0.35], [0.59, 0.08, 0.11], [0.03, -1.30, -1.61], [-0.54, 0.43, 0.23], [0.05, -0.28, 0.60], [0.21, 0.40, -0.12], [0.49, -0.03, 0.31], [-0.59, -0.04, 0.74], [-0.60, 0.01, 0.22]],
  "mulliken_spin": [-0.001, 0.010, 0.001, 0.018, 0.763, 0.013, 0.010, 0.010, -0.001, 0.000, 0.000, 0.001, 0.000, 0.001, 0.049, 0.000, -0.023, 0.034, 0.015, 0.000, 0.000, 0.000, 0.001, 0.000, 0.000, 0.000, 0.000, 0.000, 0.000, 0.000, 0.000, 0.000, 0.000, 0.000, 0.000, 0.000, 0.000, 0.000, 0.000, 0.000, 0.000, 0.000, 0.000, 0.000, 0.000, 0.000, 0.000, 0.000, -0.006, 0.095, 0.010, 0.003, 0.000, -0.002, 0.000, 0.000, 0.000, 0.000, 0.000, 0.000, 0.000, 0.000, 0.000, 0.000, 0.000, 0.000, 0.000, 0.000, 0.000]
}



Record 5
{
  "formula": "C2H5N3OS",
  "method": "wB97M-V/def2-TZVPD",
  "lumo_energy_ev": 0.8,
  "homo_lumo_gap_ha": 0.318,
  "symbols": ["C", "C", "H", "H", "H", "H", "H", "N", "N", "N", "O", "S"],
  "positions_angstrom": [[-0.061, -0.042, -0.088], [2.100, 0.717, 0.055], [-2.374, -1.410, -0.645], [-2.450, -1.093, 0.947], [-1.666, 1.194, -0.177], [2.690, 1.195, -0.728], [2.391, 1.132, 1.052], [-2.492, -0.655, 0.016], [-1.387, 0.234, -0.193], [0.417, -1.244, -0.037], [0.698, 1.056, -0.107], [2.135, -1.083, -0.094]],
  "forces_ev_per_a": [[-0.63, -1.95, 0.03], [-0.36, 0.76, 0.78], [-0.09, -0.14, -0.17], [0.28, 0.42, -0.41], [0.08, 0.22, 0.05], [-0.19, 0.00, 0.05], [-0.05, -0.55, -0.71], [1.17, 0.05, 0.14], [-1.07, 0.01, 0.35], [0.15, 1.31, 0.10], [0.67, 0.41, -0.28], [0.02, -0.55, 0.07]],
  "nbo_charge": [0.652, -0.235, 0.360, 0.351, 0.392, 0.205, 0.189, -0.625, -0.460, -0.691, -0.489, 0.352]
}